99
Properties=species:S:1:pos:R:3 method="wB97M-V/def2-TZVPD" homo_lumo_gap_ev=6.787 homo_ha=-0.27066
C -4.103 -0.461 3.144
H -2.323 -3.442 -0.306
Cl 3.333 10.724 -4.872
H -5.446 -0.367 -5.043
N 2.388 0.314 -2.345
H -4.782 -5.003 8.156
C -2.131 -2.510 -0.840
C 4.907 2.128 -1.959
H -4.192 3.514 7.716
H -1.769 -2.700 -1.852
H -1.732 4.122 -3.137
H -4.552 -2.410 3.882
H -3.497 -1.482 4.941
Cl -3.123 0.059 6.997
Cl 4.661 3.563 -0.928
Cl 1.698 6.896 -5.753
H 3.138 -4.875 5.722
H -0.772 -0.840 -0.500
Cl 0.974 -7.087 3.711
C 1.274 -2.890 -1.196
H -2.366 1.381 -5.705
Cl 1.097 -3.961 5.024
H 7.027 2.465 -2.180
C 1.188 0.183 -2.969
H -3.532 -1.053 0.006
H -3.272 -2.979 8.280
H 4.367 8.666 -5.318
H 6.194 10.411 -5.189
H 3.207 -6.917 4.399
C 1.627 7.446 -4.056
H 1.774 -5.880 6.217
Cl -5.780 2.152 6.658
B -2.895 0.847 -3.668
C 1.813 -8.000 0.166
C -4.312 2.436 7.629
H 4.021 2.004 -2.576
H 2.327 8.276 -3.965
C 4.310 9.607 -5.864
C -1.834 1.235 -4.761
C -2.916 -3.971 8.008
C 2.546 -0.792 -1.665
H 3.427 -1.000 -1.080
H 1.656 -8.648 1.027
H -0.566 2.874 -2.392
H -1.151 0.376 -4.920
H 2.069 6.765 -2.081
C 5.699 10.135 -6.116
H 6.337 1.294 -3.306
C -3.727 -1.703 3.906
C -1.150 3.215 -3.255
H 3.775 9.428 -6.793
H 4.979 1.270 -1.294
C 2.197 -5.312 5.391
H -1.532 -1.524 0.974
H -4.280 -2.366 -0.885
C 2.117 -8.835 -1.053
C -1.084 -1.755 0.007
O -4.603 -1.089 -3.094
C -1.097 2.516 -4.458
C 2.435 -6.180 4.183
H 1.332 -9.575 -1.195
N 1.482 -1.604 -1.808
Cl 3.156 -6.906 0.585
H -2.975 2.165 5.957
H -3.644 -5.759 7.038
Cl -2.313 -2.526 3.189
O -4.253 1.127 -3.884
H 0.679 0.878 -3.623
H -0.448 2.897 -5.257
O -2.610 0.167 -2.491
B -4.832 -0.121 -4.059
Cl 5.693 11.563 -7.183
H 6.296 9.371 -6.611
Cl 2.182 -7.859 -2.544
H -4.482 2.028 8.623
C -3.085 1.839 6.988
Cl -2.881 0.831 3.302
Cl -1.541 -3.776 6.897
H 2.755 -5.591 3.327
Cl -4.814 -3.970 6.049
H -2.537 -4.456 8.907
H -5.038 -0.060 3.532
H -2.197 2.140 7.541
H 2.959 5.906 -3.340
S 0.341 -2.861 0.317
Cl 6.024 3.497 -4.048
H 3.066 -9.356 -0.951
C -3.441 -1.664 -0.899
C -4.017 -4.806 7.406
H 0.920 -7.396 0.025
B -3.554 -0.805 -2.216
H 0.625 7.823 -3.868
C 0.586 -1.002 -2.661
Cl 0.776 5.051 -3.039
S 1.866 -4.242 -1.815
C 2.001 6.354 -3.088
H -0.356 -1.385 -3.002
C 6.158 2.237 -2.792
H -4.233 -0.668 2.084



89
Properties=species:S:1:pos:R:3 method="wB97M-V/def2-TZVPD" homo_lumo_gap_ev=9.390 homo_ha=-0.44357 charge=+1
H -2.082 1.335 -0.302
O 2.951 2.377 1.357
C 3.758 -0.166 -3.375
C -4.469 0.294 -2.395
H -5.560 0.993 -0.113
C 1.796 0.318 5.700
H -0.798 -0.316 3.449
H -3.211 -3.990 1.451
O 2.563 2.313 -2.435
C 2.567 -0.142 -0.496
H -1.722 3.429 7.113
H -4.026 0.334 -3.391
H 3.051 -0.401 -5.399
H -4.369 -0.714 -1.986
C -2.335 1.418 -1.365
H -0.739 2.879 -1.487
C 3.963 -0.510 -4.818
C 2.443 1.119 1.707
O -2.958 -1.736 2.811
H 1.416 0.087 4.705
O 2.466 -1.986 -2.125
O 0.695 0.486 6.619
N 0.007 -1.845 -0.795
C 1.969 1.471 -3.065
H -4.547 -2.894 1.025
H 1.434 1.961 -5.012
Br 4.664 -4.324 -3.724
C -2.156 2.434 7.039
H -0.328 -1.317 0.022
C -0.176 1.457 6.318
O -1.579 -0.486 1.520
H 1.047 1.279 0.123
H -1.807 0.246 -3.114
H -2.354 3.580 -1.489
H 4.705 0.187 -5.213
C -1.667 0.233 -2.034
H 3.274 0.476 2.006
O -0.263 0.271 -1.710
N 2.355 0.071 -3.003
H 3.191 -4.955 -1.437
H 0.429 -3.862 -0.420
H -2.128 -0.675 -1.636
H 2.032 3.661 2.700
C -2.451 -1.493 1.763
H 0.229 0.956 -4.241
H 2.433 4.317 1.099
H -0.588 1.080 2.371
H 0.401 2.711 -3.803
C -1.272 0.301 2.690
C 0.905 1.787 -4.069
C -4.506 1.263 -0.071
O -2.636 -2.162 0.619
H 2.391 -0.509 6.073
H -1.727 2.771 -2.948
H -4.197 2.331 -1.874
O -0.088 2.219 5.388
C 0.969 -2.919 -0.370
O 1.980 -3.987 -4.250
C -1.758 2.747 -1.857
F 0.104 -1.530 -3.019
C 1.964 -0.685 -1.834
C 2.765 -4.187 -3.369
H 3.144 -0.934 -0.013
H 4.358 -1.519 -4.896
C 2.275 -3.010 -1.181
H -3.624 -3.708 -0.259
H -2.175 0.756 3.085
H -3.987 0.512 0.532
O -1.149 1.431 7.214
H -2.870 2.280 7.842
C 2.408 -4.371 -1.912
H 3.092 -2.970 -0.458
O 4.652 -0.060 -2.575
C -3.890 1.365 -1.469
H -2.651 2.316 6.077
H 1.191 -2.753 0.682
H 3.297 0.625 -0.747
H 0.994 -0.251 1.051
C 2.061 3.443 1.629
C -3.569 -3.261 0.729
H -5.533 0.489 -2.532
H 2.408 1.216 5.649
C 0.441 -0.869 -1.867
H 1.483 -4.945 -1.897
H -0.823 -2.300 -1.175
C 1.640 0.482 0.568
H -4.398 2.212 0.457
H 1.758 1.195 2.562
H 1.047 3.226 1.277



88
Properties=species:S:1:pos:R:3 method="wB97M-V/def2-TZVPD" homo_lumo_gap_ev=7.262 homo_ha=-0.40782 charge=+1
O 1.593 -4.497 -3.270
N -6.581 0.694 0.984
C 3.139 -0.470 5.417
C -0.473 -2.524 -1.969
O -6.274 -0.172 0.187
O -1.469 3.109 3.181
C 1.587 -4.165 1.917
H 3.826 -1.146 4.905
H -3.959 -1.531 -3.550
C 2.985 0.362 2.998
H 2.335 -1.074 5.835
H -2.234 2.878 -1.442
C 2.693 -2.131 -0.725
O 0.063 -4.453 -0.852
C 1.122 -3.642 -3.929
N -0.322 -3.103 -0.699
C -0.632 1.564 -0.809
Cl -0.853 -1.617 1.414
C -6.111 0.540 2.388
H -2.336 1.580 1.301
N -1.583 -2.798 -2.588
H -2.901 5.335 2.116
H -5.548 -0.383 2.452
H 3.685 -0.031 6.250
H 1.203 0.533 0.821
C 2.732 2.796 -2.318
N 3.717 -2.313 0.291
N -2.163 3.679 1.042
Cl 0.930 0.990 -3.776
C 0.838 -0.580 -1.551
H -0.270 1.650 0.212
H 3.458 1.133 -1.223
H -3.933 3.911 2.229
H 2.026 -4.892 2.558
H -3.722 2.354 0.555
H 4.093 -3.249 0.275
H -0.755 -4.966 -0.833
H -0.059 2.265 -1.415
C -2.110 2.000 -0.809
C -2.631 2.349 0.578
H 3.362 3.434 -1.697
C 2.614 0.614 4.460
H 2.539 -1.653 2.402
H -1.205 -1.799 -4.390
H 0.616 4.586 2.476
H 3.113 -1.619 -1.588
H 2.616 -0.201 -2.767
H 1.812 3.345 -2.511
H 1.079 -1.586 -4.554
H -1.017 0.135 -2.299
C 1.087 -3.346 1.193
C -0.520 0.136 -1.329
H 3.023 1.583 4.750
H 0.279 4.354 0.747
H 2.850 0.108 0.500
C 1.811 0.362 -2.311
H 1.128 -0.687 2.834
H 2.329 -2.065 -3.417
H 3.268 2.626 -3.251
H 4.012 -0.014 2.962
H -2.964 -0.446 -4.238
H -2.220 -3.425 -2.113
H -5.488 1.401 2.611
H -2.446 -3.041 -4.461
H -3.865 4.855 0.719
H 2.986 1.304 2.439
Cl 0.209 -4.017 -5.387
O -7.222 1.687 0.724
H 1.945 1.757 -0.635
C -3.282 4.481 1.558
N -3.008 -1.184 -3.546
C 1.897 -0.299 0.834
C -2.054 -2.219 -3.863
H -6.973 0.522 3.047
C 2.482 1.508 -1.542
C 1.451 -1.309 -0.247
N 0.459 -1.702 -2.514
C 0.232 3.892 1.730
C 0.435 -2.371 0.334
C 1.271 -2.155 -3.650
H 0.849 2.992 1.741
H -1.144 -0.474 -0.691
H 1.528 0.684 4.537
H -2.739 1.196 -1.202
C 2.079 -0.675 2.306
C -1.181 3.517 2.091
H 4.488 -1.673 0.161
H 2.374 -3.107 -1.101